[1]
This record from the OMol25 dataset describes 2 unconnected molecules or ions with the total composition C6H16NO2P at a distorted geometry. The level of theory is ωB97M-V with the def2-TZVPD basis set.

## Properties
- ΔE to the lowest compared entry with this formula, charge and spin: 65.05 kJ/mol
- SMILES: CC(=O)C(C)C.CP(N)O
- Frontier orbital gap: 9.571 eV
- F_max: 4.24 eV/A

Positions of all 26 atoms, in Å:
H  3.43  1.41  -1.96
H  -2.78  -0.71  -1.44
H  2.61  0.66  -3.35
H  0.76  -1.77  -0.46
H  -2.98  -0.52  1.84
H  -1.96  -1.97  -0.39
P  1.61  0.12  -1.08
H  -1.10  -0.80  -1.56
C  -2.93  0.41  1.07
O  2.71  0.22  0.17
C  -0.46  -0.03  1.25
H  -1.45  1.17  -0.30
N  1.50  -1.55  -1.10
C  -1.68  0.12  0.20
H  -0.82  0.84  3.15
C  2.96  0.43  -2.39
C  -0.19  0.99  2.27
H  2.85  1.09  0.60
H  2.36  -2.16  -1.13
H  -3.83  0.17  0.42
H  3.78  -0.46  -2.25
H  0.82  1.04  2.58
H  -2.87  1.39  1.52
O  0.01  -1.15  1.39
H  -0.46  2.00  1.82
C  -1.89  -0.94  -0.86

[2]
This record from the OMol25 dataset describes 2 unconnected molecules or ions with the total composition C6H15BrN at a distorted geometry. The level of theory is ωB97M-V with the def2-TZVPD basis set.

## Properties
- ΔE to the lowest compared entry with this formula, charge and spin: 468.20 kJ/mol
- Charge: +1
- Frontier orbital gap (spin up / spin down): 7.183 / 9.014 eV
- F_max: 5.62 eV/A

Positions of all 23 atoms, in Å:
H  1.38  -1.19  -2.28
C  1.21  -0.67  -1.30
H  1.51  0.58  2.22
N  -1.08  -0.10  -2.04
C  1.38  1.49  1.57
H  -2.01  0.93  1.50
H  -1.16  0.94  -1.93
Br  -0.74  2.71  -0.21
H  -0.23  -2.37  0.52
H  1.64  0.37  -1.26
H  1.68  -1.07  -0.37
C  -0.06  1.58  1.15
H  -1.34  1.90  2.92
H  -1.90  -0.65  -1.90
C  -1.11  1.15  2.15
H  -0.79  0.39  2.79
H  -1.56  -2.24  -0.78
H  1.83  2.33  2.04
C  -0.93  -1.60  -0.11
H  -1.67  -1.18  0.42
H  1.91  1.41  0.60
C  -0.16  -0.69  -1.02
H  -0.89  -0.13  -3.07

[3]
This record from the OMol25 dataset describes 3 unconnected molecules or ions with the total composition C9H14N2O3 at a distorted geometry. The level of theory is ωB97M-V with the def2-TZVPD basis set.

## Properties
- ΔE to the lowest compared entry with this formula, charge and spin: 507.81 kJ/mol
- Frontier orbital gap (spin up / spin down): 7.115 / 8.338 eV
- F_max: 4.97 eV/A

Positions of all 28 atoms, in Å:
H  -1.94  1.13  2.39
H  -2.46  -0.50  2.14
N  -0.98  -0.45  -0.13
C  3.32  -1.76  0.32
H  2.92  -2.62  -0.25
H  4.21  -2.28  0.93
C  -2.28  -0.02  -0.72
H  -2.77  -1.05  -0.86
O  1.94  1.77  -1.42
O  0.11  -1.88  -1.60
H  -0.28  -0.72  1.95
H  3.35  0.66  1.63
H  -3.95  0.56  0.63
C  -2.08  0.41  1.72
C  -0.12  -1.24  -0.64
H  -1.31  0.57  -2.54
O  4.04  1.05  -1.06
C  -0.72  0.09  1.19
C  2.36  -0.92  0.97
H  -1.89  1.78  -1.72
N  2.45  0.22  1.42
C  3.00  1.46  -1.19
C  -2.14  0.77  -2.00
H  -2.92  1.72  0.09
C  -2.96  0.71  0.42
H  -3.05  0.78  -2.64
H  4.05  -1.20  -0.27
H  0.11  0.96  1.26

[4]
This record from the OMol25 dataset describes 2 unconnected molecules or ions with the total composition C5H13NO at a distorted geometry. The level of theory is ωB97M-V with the def2-TZVPD basis set.

## Properties
- ΔE to the lowest compared entry with this formula, charge and spin: 62.47 kJ/mol
- SMILES: CCC(N)=O.CC
- Frontier orbital gap: 10.708 eV
- F_max: 1.67 eV/A

Positions of all 20 atoms, in Å:
H  -0.87  0.68  -1.16
N  -2.63  -1.47  -0.97
C  1.12  1.75  1.31
O  -0.79  -2.47  -0.12
C  0.60  -0.51  -2.00
C  -0.45  -0.29  -0.92
H  2.00  0.31  2.70
H  1.21  0.37  -2.17
H  0.01  -0.02  0.03
C  -1.31  -1.49  -0.62
H  -3.05  -2.39  -0.92
H  0.72  1.47  3.40
H  1.14  2.84  1.42
H  1.32  -1.24  -1.64
C  1.08  0.87  2.57
H  1.97  1.46  0.70
H  -2.88  -0.84  -1.72
H  0.19  -0.74  -2.98
H  0.30  0.11  2.45
H  0.30  1.63  0.62

[5]
This record from the OMol25 dataset describes 3 unconnected molecules or ions with the total composition C34H65BClFN2O13S2 at a distorted geometry. The level of theory is ωB97M-V with the def2-TZVPD basis set.

## Properties
- Multiplicity: 3
- Frontier orbital gap (spin up / spin down): 8.525 / 9.430 eV
- F_max: 2.45 eV/A

Positions of all 119 atoms, in Å:
H  -3.40  -0.88  1.12
H  1.83  5.78  0.23
H  -1.45  -3.24  -6.85
H  5.18  -1.33  4.21
H  -2.48  -2.67  5.03
O  -0.47  3.12  4.32
H  4.83  3.89  -0.47
H  -5.14  1.63  4.14
C  -2.51  -2.18  -2.36
H  -3.35  2.05  1.42
H  -5.07  -3.65  -5.93
C  -3.25  -4.79  -5.72
H  0.01  2.29  1.94
H  -6.17  -1.41  2.27
H  6.14  1.07  2.17
C  -2.93  1.44  2.23
H  6.33  1.28  -0.55
H  -1.22  -6.59  -6.03
H  2.24  0.54  1.93
C  4.78  2.81  -0.42
C  -1.79  -1.56  -4.60
H  -2.63  2.12  3.03
H  1.71  3.95  4.78
H  -3.64  -2.78  -6.44
N  -3.44  -0.29  3.91
H  -3.56  -2.89  2.85
O  0.97  0.80  -0.05
H  -0.55  -4.72  -6.99
H  1.49  3.71  -1.51
H  -1.87  -1.66  -5.68
H  -3.08  -2.84  -1.70
C  1.84  1.84  -0.40
C  2.06  3.89  1.20
H  -0.05  -3.53  -5.80
H  -0.23  -6.07  -4.66
H  0.14  3.13  -0.48
C  0.61  2.71  3.91
C  -3.40  -2.24  5.43
H  3.00  4.82  -0.58
H  4.69  5.37  1.18
C  -4.20  -1.49  4.37
C  -5.51  -1.09  5.06
O  2.23  -1.19  0.39
H  6.78  2.94  -2.47
H  6.44  -1.12  2.05
C  -0.92  -4.00  -6.27
H  -3.80  -5.53  -5.12
O  -2.08  -4.75  -2.94
H  -2.24  -0.60  -4.35
H  -0.49  3.26  -3.13
C  7.09  3.11  -1.45
O  -2.20  -0.59  3.72
C  2.51  2.45  0.87
N  -1.74  -3.96  -3.91
S  3.96  2.17  -1.89
C  -2.49  -2.68  -3.80
C  6.24  2.35  -0.44
C  0.94  2.85  -1.16
H  -3.24  -5.17  -6.75
C  -5.15  -1.72  2.02
H  0.53  -1.94  -1.32
O  4.41  0.98  1.01
F  4.56  3.08  1.89
H  8.11  2.74  -1.37
H  -4.42  -1.86  -4.30
O  4.85  1.27  -2.55
H  2.31  4.05  2.24
C  -5.21  1.28  3.11
H  -6.27  -0.71  4.38
O  1.78  3.02  4.56
C  4.78  -1.67  3.26
H  -2.05  0.95  1.83
C  -1.81  -4.69  -5.21
C  -4.02  -3.47  -5.68
H  -1.51  -2.09  -1.95
O  2.78  1.24  -1.31
Cl  3.21  6.44  2.73
B  1.38  -0.49  -0.45
H  -0.74  -1.50  -4.33
H  2.81  1.86  2.89
H  4.63  0.81  3.09
H  -5.25  -2.41  1.18
O  -0.97  1.29  -2.16
O  1.03  1.67  -3.54
H  3.05  -1.41  -0.06
C  3.73  5.87  1.12
H  -2.97  -1.20  -2.31
H  0.27  0.90  2.92
H  6.62  2.60  0.55
O  3.47  3.24  -2.71
C  -3.97  0.45  2.72
H  3.90  6.78  0.55
C  4.06  2.33  0.85
C  -4.32  -0.51  1.58
H  -1.86  -6.72  -4.40
C  5.37  -0.92  2.08
H  -4.00  -3.06  5.83
C  2.64  5.08  0.41
H  0.98  3.98  1.16
H  -4.86  0.04  0.81
C  -1.25  -6.10  -5.05
H  4.99  -1.27  1.13
H  3.70  -1.68  3.25
C  2.11  1.59  2.11
H  -3.13  -1.58  6.26
H  7.13  4.17  -1.20
O  0.91  -1.10  -1.59
C  5.16  0.61  2.16
H  -5.95  -1.96  5.55
C  -3.93  -2.83  -4.29
C  0.70  1.86  2.66
H  -5.33  -0.34  5.83
H  -5.13  -3.24  3.54
H  5.08  -2.72  3.17
H  -6.15  0.74  2.99
H  -4.49  -3.46  -3.59
H  -5.29  2.17  2.48
S  0.09  2.15  -2.58
C  -4.49  -2.43  3.20

[6]
This record from the OMol25 dataset describes a molecular structure, C36H38ClFN5O7PPdTe. The level of theory is ωB97M-V with the def2-TZVPD basis set.

## Properties
- ΔE to the lowest compared entry with this formula, charge and spin: 0.00 kJ/mol
- Charge: +2
- Frontier orbital gap: 6.864 eV
- F_max: 0.62 eV/A

Positions of all 91 atoms, in Å:
C  4.06  -1.42  4.30
H  3.08  -2.43  2.70
H  3.58  1.52  -6.76
H  3.14  2.78  -8.93
C  -3.13  1.07  1.06
C  0.71  1.38  -3.06
C  2.03  -0.64  3.23
H  -5.10  1.64  0.42
N  0.20  -2.23  -3.52
H  -1.76  5.65  4.68
C  -2.99  4.54  3.35
C  0.32  -3.29  -4.54
H  -0.36  -3.63  -2.12
C  2.82  0.81  -7.13
C  -3.68  -2.33  6.29
H  0.87  -1.19  -5.93
H  0.40  1.73  -9.10
C  -0.89  2.68  3.33
H  3.06  1.48  5.72
H  -5.70  -1.81  6.75
C  -0.68  -2.39  0.04
C  0.84  -0.49  -5.10
Pd  -0.45  0.21  2.01
C  1.12  2.51  -7.21
H  0.68  2.10  -2.25
O  1.11  -0.90  2.34
H  2.38  -2.87  -5.09
C  0.50  -0.90  -3.81
C  3.08  -1.57  3.36
C  2.04  0.49  4.09
H  1.09  -1.00  6.88
H  -0.16  -2.94  -5.46
C  -3.10  3.38  2.55
C  3.06  0.62  5.06
H  3.08  -0.17  -6.74
C  -4.23  3.07  1.76
O  0.12  0.52  -0.51
C  -4.25  1.92  1.03
H  0.89  -2.54  4.92
H  0.87  3.45  -9.15
H  4.86  -2.15  4.39
H  -0.27  -4.13  -4.19
H  -0.36  -1.73  7.61
C  0.43  0.04  -2.79
N  1.48  1.19  -6.71
C  0.04  -2.35  5.58
H  -3.60  -3.21  6.93
O  -0.73  -1.28  4.98
H  1.80  3.30  -6.87
H  -3.23  -1.48  6.80
O  -2.86  -2.66  5.12
H  1.81  -4.48  -5.55
N  0.07  1.63  3.24
H  1.11  -2.69  7.40
C  0.49  -1.91  6.95
C  0.08  -0.33  -1.39
H  -3.80  5.26  3.37
O  -0.68  -3.60  0.14
F  1.39  3.04  -4.56
H  -5.55  -2.93  5.40
H  -0.56  -3.26  5.63
C  2.88  0.74  -8.65
H  -5.14  -1.21  5.18
C  1.13  0.83  -5.38
P  -2.13  -1.54  4.28
H  -5.08  3.74  1.76
C  -1.85  4.76  4.08
C  4.05  -0.31  5.17
C  -0.25  -1.72  -1.21
N  2.46  2.07  -9.22
O  -1.18  -1.69  1.07
O  -2.82  -0.27  4.01
C  -5.10  -2.05  5.88
C  -0.15  -2.58  -2.28
N  -2.06  1.34  1.78
H  1.19  2.31  4.80
Cl  5.30  -0.15  6.36
H  2.20  -4.12  -3.86
H  -3.10  0.15  0.49
H  2.48  2.04  -10.24
Te  -1.84  -3.16  2.41
C  1.76  -3.71  -4.78
C  1.07  1.53  4.06
C  1.07  1.75  -4.32
C  -2.04  2.47  2.54
C  1.09  2.48  -8.72
H  2.18  0.01  -9.03
C  -0.79  3.83  4.07
H  0.09  4.05  4.66
H  3.88  0.52  -9.01
H  0.12  2.77  -6.86

[7]
This record from the OMol25 dataset describes a molecular structure, C20H55F2N6O9PbS2 at a distorted geometry. The level of theory is ωB97M-V with the def2-TZVPD basis set.

## Properties
- ΔE to the lowest compared entry with this formula, charge and spin: 887.64 kJ/mol
- Charge: +1
- Frontier orbital gap: 1.243 eV
- F_max: 9.90 eV/A

Positions of all 95 atoms, in Å:
H  -6.98  2.11  -3.57
F  1.18  -0.58  -1.56
N  -0.79  -1.29  -0.70
H  -1.85  2.79  -3.09
O  0.54  0.82  0.14
H  6.08  0.14  -2.99
O  -8.41  5.31  -0.34
H  8.36  -1.34  -5.69
H  -7.94  6.48  3.70
C  -2.13  2.45  -4.09
O  1.53  2.65  5.95
H  1.06  5.14  5.84
H  -6.54  7.12  2.91
O  1.46  -1.45  0.47
N  -6.04  5.11  1.32
H  4.59  -5.92  0.63
H  7.65  -0.46  -1.32
C  -4.32  1.64  -3.49
H  -5.35  -0.86  -2.87
H  -5.74  -1.12  -4.36
C  -7.33  5.41  1.86
O  -2.98  1.34  -3.95
C  4.75  -6.64  -0.18
C  -5.36  0.73  -4.01
N  2.02  4.64  4.04
N  6.84  0.30  -3.65
O  -1.10  -2.17  1.94
H  1.89  -9.30  0.08
H  -0.53  3.21  5.88
H  -6.81  1.00  -2.42
C  0.80  4.67  4.90
H  -4.65  2.59  -3.90
N  -5.05  -0.64  -3.81
H  -1.25  5.36  4.53
C  2.62  -10.67  1.71
O  3.79  -7.74  -0.28
C  -9.36  5.93  -1.25
H  -10.36  5.81  -0.84
H  2.26  -11.69  1.55
H  -7.65  7.02  0.34
H  4.25  -11.10  -0.27
H  -1.19  2.18  -4.59
N  3.38  -10.67  -0.55
H  -0.10  6.62  4.07
H  8.85  -2.44  0.18
C  7.69  -0.79  -3.56
C  -6.74  1.05  -3.51
C  -0.24  5.54  4.16
C  8.70  -0.89  -4.75
H  -5.69  4.59  2.10
H  7.00  -1.63  -3.68
H  9.30  -0.02  -5.03
H  -2.64  3.27  -4.60
H  10.18  -3.11  -0.76
C  0.39  3.20  5.28
H  4.70  -8.84  1.19
C  8.36  -0.81  -2.08
H  -5.38  0.72  -5.10
H  10.24  -1.45  -0.14
O  -1.89  0.12  1.40
H  -9.36  7.02  -1.30
H  -7.48  0.63  -4.20
H  4.85  -5.93  -1.00
H  -0.34  5.18  3.14
C  3.69  -8.57  0.88
H  -7.85  4.51  2.17
C  -8.19  6.16  0.73
H  0.56  0.89  6.92
H  2.32  0.93  6.85
H  5.79  -6.95  -0.07
C  2.81  -9.77  0.45
H  1.59  0.70  5.38
H  -9.49  5.52  -2.25
H  -9.06  6.50  1.30
H  -4.39  1.68  -2.40
C  1.41  1.22  6.32
H  2.53  3.82  4.32
S  -1.47  -1.19  0.91
H  3.50  -10.69  2.36
H  9.50  -1.56  -4.43
H  3.33  -7.91  1.67
H  -6.35  5.62  3.72
S  0.46  -0.57  -0.14
H  -6.34  4.45  0.62
Pb  -1.66  -2.49  -4.44
C  -7.06  6.19  3.12
F  -2.93  -1.63  0.47
H  1.93  -10.19  2.41
H  9.14  -0.04  -2.06
H  6.39  0.28  -4.55
H  3.78  -10.04  -1.23
C  9.59  -2.20  -0.58
O  8.99  -2.01  -1.82
H  1.71  4.31  3.13
H  0.05  2.68  4.39

[8]
This record from the OMol25 dataset describes a molecular structure, CH6N4O. The level of theory is ωB97M-V with the def2-TZVPD basis set.

## Properties
- ΔE to the lowest compared entry with this formula, charge and spin: 514.02 kJ/mol
- Frontier orbital gap (spin up / spin down): 8.932 / 8.933 eV
- F_max: 0.45 eV/A

Positions of all 12 atoms, in Å:
N  1.16  -0.68  0.00
C  0.46  0.43  -0.41
H  -1.01  0.64  1.17
H  0.50  1.89  -1.80
O  -2.41  -0.86  1.35
N  -1.14  -0.51  1.58
H  2.17  -0.64  -0.04
H  -2.40  -1.71  0.88
H  0.74  -1.14  0.80
N  1.08  1.15  -1.42
H  1.54  0.60  -2.13
N  -0.69  0.82  0.02

[9]
This record from the OMol25 dataset describes a molecular structure, C2CoF5NO4S2 at a distorted geometry. The level of theory is ωB97M-V with the def2-TZVPD basis set.

## Properties
- Multiplicity: 4
- ΔE to the lowest compared entry with this formula, charge and spin: 0.00 kJ/mol
- Frontier orbital gap (spin up / spin down): 5.941 / 5.944 eV
- F_max: 5.11 eV/A

Positions of all 15 atoms, in Å:
S  -0.55  -1.36  1.31
O  -1.87  0.95  -0.15
C  0.22  2.62  -0.28
F  1.35  2.75  -1.04
F  0.74  -2.67  -0.65
O  -0.90  -0.26  2.31
O  -1.93  -1.77  0.80
Co  -2.61  0.06  1.32
S  -0.47  0.92  -0.70
F  1.77  -1.25  -1.68
N  0.22  -0.48  0.06
C  1.30  -1.48  -0.45
O  -0.34  0.67  -2.13
F  0.70  2.50  0.99
F  2.38  -1.18  0.29

[10]
This record from the OMol25 dataset describes a gas-phase ion, C4H6N3O2 (charge +1) at a distorted geometry. The level of theory is ωB97M-V with the def2-TZVPD basis set.

## Properties
- ΔE to the lowest compared entry with this formula, charge and spin: 497.44 kJ/mol
- SMILES: CO[N+](=O)c1cnc[nH]1
- Charge: +1
- Frontier orbital gap (spin up / spin down): 8.127 / 8.128 eV
- F_max: 3.21 eV/A

Positions of all 15 atoms, in Å:
C  -1.45  -1.12  0.04
N  -1.67  1.10  0.00
C  -2.87  0.48  0.02
H  3.32  -1.47  -0.12
C  2.87  -0.48  -0.07
H  -1.48  2.09  -0.02
O  1.46  -0.71  -0.07
C  -0.75  0.09  0.00
O  1.17  1.46  0.15
H  -1.08  -2.12  0.07
H  3.16  0.13  -0.93
N  0.72  0.36  0.04
H  -3.81  0.99  0.00
H  3.17  0.04  0.85
N  -2.75  -0.83  0.05

[11]
This record from the OMol25 dataset describes 2 unconnected molecules or ions with the total composition C2H3I2NO2 at a distorted geometry. The level of theory is ωB97M-V with the def2-TZVPD basis set.

## Properties
- ΔE to the lowest compared entry with this formula, charge and spin: 507.54 kJ/mol
- Frontier orbital gap (spin up / spin down): 5.667 / 5.670 eV
- F_max: 4.87 eV/A

Positions of all 10 atoms, in Å:
N  1.40  -0.73  -0.26
I  -2.01  1.79  1.21
O  1.92  -1.71  0.24
C  0.13  -0.23  0.30
O  1.91  0.03  -1.08
H  -0.76  1.17  -0.99
C  -0.40  1.09  -0.06
I  -2.21  -2.33  -0.59
H  -0.46  -0.82  1.05
H  0.48  1.75  0.18

What did the ninth record say?
This record from the OMol25 dataset describes a molecular structure, C2CoF5NO4S2 at a distorted geometry. The level of theory is ωB97M-V with the def2-TZVPD basis set.

## Properties
- Multiplicity: 4
- ΔE to the lowest compared entry with this formula, charge and spin: 0.00 kJ/mol
- Frontier orbital gap (spin up / spin down): 5.941 / 5.944 eV
- F_max: 5.11 eV/A

Positions of all 15 atoms, in Å:
S  -0.55  -1.36  1.31
O  -1.87  0.95  -0.15
C  0.22  2.62  -0.28
F  1.35  2.75  -1.04
F  0.74  -2.67  -0.65
O  -0.90  -0.26  2.31
O  -1.93  -1.77  0.80
Co  -2.61  0.06  1.32
S  -0.47  0.92  -0.70
F  1.77  -1.25  -1.68
N  0.22  -0.48  0.06
C  1.30  -1.48  -0.45
O  -0.34  0.67  -2.13
F  0.70  2.50  0.99
F  2.38  -1.18  0.29

Q: Which formula does entry 4 have?
A: C5H13NO

Q: F_max of number 10 (C4H6N3O2)?
A: 3.21 eV/A